Record 1
Density functional theory data (ωB97M-V/def2-TZVPD) for 6 unconnected molecules or ions with the total composition C23H46BCl4NO16P in a non-equilibrium geometry.

```
! wB97M-V def2-TZVPD RIJCOSX def2/J DEFGRID3
* xyz 1 1
Cl 0.8568 -5.4948 -1.1427
Cl 4.0188 0.7118 -3.2370
Cl 0.8070 -4.4272 -4.1976
Cl 1.6765 -0.8122 -5.8720
P -0.0440 -1.3142 -3.2496
O -1.3532 1.8431 6.4721
O -5.5047 -3.3876 3.9998
O -2.7696 -6.9799 -8.3773
O -7.0537 -1.8304 3.9942
O 4.3457 10.4803 3.9659
O -1.6719 -0.3622 -5.5713
O 5.9068 9.2837 2.9884
O 4.2582 8.1926 4.1590
O 5.2181 4.3617 1.2195
O 4.0446 2.5970 0.3324
O -1.7386 -6.2682 -6.5732
O -2.2491 -8.5023 -6.7371
O -5.1863 -1.5172 5.2955
O 3.5348 3.2863 2.3546
O -0.6974 0.7718 4.5483
O -0.2212 2.9793 4.9714
N -3.0474 -1.6385 -3.7664
C 0.3749 -3.1474 -2.8772
C -2.2521 -7.3658 -7.1837
C -7.5440 -0.5697 4.4463
C -1.9601 0.6278 6.9069
C 3.5656 -2.1003 -3.4143
C -2.9947 -3.1185 -3.4583
C 0.4486 3.0452 3.7139
C 4.7834 9.2148 3.7464
C -0.7518 1.7638 5.2583
C -3.3280 -0.9307 -2.4284
C -3.3492 -8.0396 -9.1358
C 3.7481 4.1728 3.4513
C -1.1555 -6.5253 -5.2972
C 4.8327 2.7061 -0.8513
C 0.3993 -3.6879 -1.4600
C -4.2482 -3.8829 4.4580
C 4.3538 3.5024 1.2945
C 6.4827 8.0168 2.6762
C 2.7706 -0.6959 -3.1334
C 0.0757 -2.7970 -0.1183
C 1.4531 -0.4362 -4.0722
C 3.1611 10.5628 4.7560
C -5.8476 -2.1778 4.5098
B -1.6979 -1.1051 -4.2646
H 3.3319 10.1429 5.7526
H 5.7832 7.4073 2.0951
H 6.7863 7.4951 3.5896
H -7.6893 -0.5785 5.5313
H -4.0756 -4.8544 3.9870
H 7.3742 8.1915 2.0677
H -1.2098 -0.1626 7.0112
H -0.2890 -0.5811 -1.9999
H -4.1872 -8.4892 -8.5933
H 1.2952 2.3515 3.6906
H 3.0398 3.9094 4.2416
H 1.2191 0.7318 -3.9980
H -2.7520 0.3227 6.2152
H 5.8907 2.5350 -0.6278
H 3.3143 -2.6260 -4.4285
H 3.5605 5.2091 3.1522
H -3.4371 -3.2089 4.1641
H -4.4521 -0.5332 -2.4706
H -4.2616 -4.0242 5.5436
H 4.7288 -1.9383 -3.3084
H 0.3347 -1.6582 -0.2102
H -8.5130 -0.3937 3.9711
H 0.7836 -3.2255 0.7420
H -3.2820 -1.6530 -1.5056
H -2.3797 -3.3735 -2.4962
H 2.9022 11.6192 4.8677
H -1.0690 -2.8858 0.1860
H 0.8330 4.0611 3.5886
H -2.6100 -3.7497 -4.3915
H 3.2569 -2.8508 -2.5427
H -2.4099 0.8065 7.8873
H -3.7308 -7.6175 -10.0694
H -0.7774 -5.5787 -4.9014
H -2.5959 -8.7949 -9.3820
H -6.8647 0.2369 4.1519
H 4.5000 1.9347 -1.5512
H -2.5552 -0.0594 -2.2082
H 4.6885 3.6837 -1.3224
H -0.2470 2.8368 2.8946
H -0.3145 -7.2201 -5.3899
H -1.9057 -6.9143 -4.6012
H 2.3288 10.0551 4.2580
H 4.7627 4.0603 3.8469
H 2.4486 -0.7220 -1.9838
H -4.1115 -3.4926 -3.2732
H -1.8935 0.5903 -5.2803
*
```

Computed properties:
Molecular weight in g mol⁻¹: 776.2
Calculated total energy in eV: -118889.6988
E_HOMO in eV: -12.13
Strongest force on any atom in eV Å⁻¹: 5.2



Record 2
Density functional theory data (ωB97M-V/def2-TZVPD) for 7 unconnected molecules or ions with the total composition C23H46BrCl12FN6O4PS in a non-equilibrium geometry.

```
! wB97M-V def2-TZVPD RIJCOSX def2/J DEFGRID3
* xyz 1 1
Br -6.1743 0.6258 2.0251
Cl -0.9594 -5.0438 -5.5113
Cl 2.1081 -0.3245 -0.6993
Cl 5.7120 -3.8181 4.5796
Cl 2.1732 4.0945 -0.3271
Cl 6.5283 -1.1393 2.6379
Cl 5.8012 2.3736 6.8891
Cl 4.9899 4.3635 4.2507
Cl 1.4955 -2.9077 0.9984
Cl 4.9420 -1.9738 -1.5498
Cl 1.3086 -2.5620 -5.0344
Cl 2.8954 2.0700 2.3143
Cl 4.1566 -4.9600 0.4727
S -2.8025 3.9854 -1.6074
P -4.8797 0.2549 -2.3114
F -0.7556 0.6305 3.5188
O -2.2746 -0.9805 3.6389
O -3.2379 1.4607 1.9555
O -3.5210 5.0674 -1.0438
O -1.3991 4.1133 -1.3489
N -3.2914 0.4403 -0.1690
N -0.4610 -0.5844 -2.8218
N -1.4465 1.2220 -1.4883
N -6.2668 0.5917 -2.9560
N -1.7016 -0.2219 1.5489
N -3.2927 2.5823 -0.7957
C -5.5499 -1.5100 0.2333
C 1.4499 3.0894 2.1157
C 2.5908 -3.5821 2.2392
C -6.4192 -2.3078 -0.7719
C 4.4387 -0.3662 -2.1241
C -5.8255 0.0281 0.1893
C -4.6931 0.7850 -0.4846
C 1.3706 -3.8384 -6.2790
C -2.8149 0.6509 1.1982
C -0.7673 -0.1130 -1.4961
C 1.0204 3.1846 0.6755
C -1.6171 -0.2211 2.9940
C 6.9618 -2.5885 4.9190
C -2.5499 1.4436 -0.8885
C -0.0048 -4.2129 -6.7674
C 4.0010 -3.7036 1.7293
C 3.7058 0.4056 -1.0591
C 6.5632 -1.2221 4.4204
C 3.8654 3.4582 5.2963
C 4.3466 3.3906 6.7236
C -4.7360 2.3261 -0.5969
C -1.4116 -1.5970 -3.3293
C -3.0778 3.8660 -3.3697
H 1.9618 -3.4500 -7.1064
H 2.1918 -4.5408 2.5607
H -4.1103 3.5639 -3.5337
H -7.3408 -1.7986 -1.0418
H 0.0661 3.7054 0.6102
H -5.8877 -2.5790 -1.6812
H -5.0045 2.7284 0.3795
H -6.7650 0.1328 -0.3360
H -2.3823 3.1361 -3.7773
H 1.6696 4.0683 2.5363
H 3.5227 1.4256 -1.3943
H -5.7838 -1.8728 1.2261
H 4.5796 4.3777 7.1146
H -1.8026 -1.3085 -4.3049
H -5.4066 2.6991 -1.3642
H -0.5238 0.2280 -3.4227
H -0.9908 1.9925 -1.9743
H -6.6703 -3.2518 -0.2939
H 7.8921 -2.9247 4.4689
H -3.8814 0.9181 -3.0832
H 4.2698 0.4492 -0.1306
H -0.8761 0.3050 1.2371
H -4.5363 -1.1105 -2.3210
H 2.5665 -2.8984 3.0866
H 3.7371 2.4672 4.8745
H 0.0785 -4.8973 -7.6097
H 3.5753 2.9455 7.3502
H 5.3416 0.1727 -2.4065
H 2.9074 3.9759 5.2558
H 0.9078 2.1927 0.2349
H -2.8584 4.8546 -3.7574
H 0.6544 2.6345 2.7045
H -0.8737 -2.5272 -3.4746
H 4.3541 -2.7643 1.3105
H 7.2870 -0.4827 4.7584
H -1.3638 -0.8472 -0.9621
H -4.5063 -1.7434 0.0222
H 5.5816 -0.9343 4.7886
H 0.1598 0.0186 -0.8888
H -2.2683 -1.7800 -2.6775
H 1.8930 -4.6924 -5.8559
H -6.8781 1.0671 -2.3010
H -0.5642 -3.3383 -7.0900
H 3.8262 -0.5022 -3.0131
H 4.6637 -3.9805 2.5501
H 7.0938 -2.5597 5.9991
*
```

Computed properties:
Molecular weight in g mol⁻¹: 1058.0
Calculated total energy in eV: -284872.5383
E_HOMO in eV: -11.84
Strongest force on any atom in eV Å⁻¹: 3.3



Record 3
Density functional theory data (ωB97M-V/def2-TZVPD) for 3 unconnected molecules or ions with the total composition C23H46FNO11P2S in a non-equilibrium geometry.

```
! wB97M-V def2-TZVPD RIJCOSX def2/J DEFGRID3
* xyz 0 1
S -2.9063 4.6905 4.6440
P 2.7498 -4.8240 -1.4775
P -0.7796 0.0581 -2.4304
F -3.5794 6.1745 4.4158
O -0.0204 -0.5105 -3.6082
O -1.3876 0.6106 -0.9689
O 1.3417 -4.4506 -1.8896
O 3.5516 -4.0378 -2.6823
O -3.9697 3.6973 4.5987
O -4.9774 2.3858 2.1229
O 2.9135 -3.6835 -0.2793
O -0.6783 1.6511 -2.8469
O -2.3273 4.7058 5.9699
O 4.2389 -5.5022 -1.1049
O -2.3053 -0.2397 -3.0127
N -1.7585 4.4843 3.4159
C 1.8890 -3.4750 0.6828
C 1.1598 2.3359 2.5903
C -2.4815 -0.8458 0.6127
C 0.6396 0.9804 3.1715
C 1.2368 4.8173 2.3161
C 2.9268 3.4032 1.0381
C 4.6506 -6.6723 0.9702
C 0.6023 3.6521 2.9550
C -0.5628 3.8072 3.9794
C 2.3155 -2.3297 -3.8748
C 2.2919 2.2372 1.6494
C -2.3490 3.7349 2.2660
C -3.5771 4.4413 1.5841
C -4.7676 3.4741 1.2136
C 4.9279 -5.4397 0.1317
C -3.0579 -2.5052 -2.5147
C 0.3588 2.1094 -3.7109
C -0.1148 2.1391 -5.1522
C -2.6360 0.2911 -0.3780
C 1.9953 -4.4382 1.8493
C 2.3525 4.7121 1.3887
C 2.8941 -3.7308 -3.9121
C -2.6443 -1.5020 -3.5738
H -1.9660 -1.6997 0.1682
H -3.2041 4.8701 0.6070
H 1.6890 -2.1474 -4.7494
H -5.6195 2.6087 2.8136
H -0.8732 2.9138 -5.2876
H 2.8169 5.6211 0.9489
H -1.8309 -1.9113 -4.1774
H -1.8782 -0.5285 1.4683
H 0.8709 5.8531 2.5349
H -0.8303 2.8277 4.4727
H 1.5084 0.5121 3.7143
H -0.1466 4.4441 4.8122
H 2.0056 -2.4513 1.0497
H 0.3935 0.2685 2.3338
H 1.7194 -2.1559 -2.9809
H 3.1172 -1.5867 -3.8613
H -1.5953 3.5512 1.4478
H 3.5797 -6.8598 1.0687
H 5.0800 -7.5606 0.4989
H -2.2250 -2.7200 -1.8402
H -2.5916 2.7011 2.6601
H 3.6416 -3.7930 -4.7072
H 3.7962 3.2618 0.3625
H 2.7424 1.2438 1.3884
H 5.9940 -5.4204 -0.1118
H 0.7184 2.3471 -5.8279
H -3.4269 0.0902 -1.0958
H -3.4536 -1.1725 0.9875
H -3.4830 -1.3290 -4.2532
H -3.3802 -3.4417 -2.9715
H -0.2766 1.0681 3.8000
H -4.0027 5.3068 2.1484
H 1.2435 -4.2146 2.6077
H 4.7412 -4.5265 0.6904
H 1.2567 1.5003 -3.5964
H 2.1290 -4.4745 -4.1396
H -5.7099 4.1012 1.2514
H -4.7196 3.0675 0.1706
H 5.0872 -6.5737 1.9664
H -0.5777 1.1969 -5.4508
H 0.8930 -3.5372 0.2374
H 0.6214 3.1227 -3.3969
H 2.9813 -4.3774 2.3179
H -2.9574 1.1836 0.1675
H -3.8832 -2.1181 -1.9105
H 1.8502 -5.4680 1.5141
*
```

Computed properties:
Molecular weight in g mol⁻¹: 625.6
SMILES: Cc1ccccc1CN(CCCO)S(=O)(=O)F.CCOP(=O)(OCC)OCC.CCOP(=O)(OCC)OCC
Calculated total energy in eV: -80736.9536
E_HOMO in eV: -9.13
Strongest force on any atom in eV Å⁻¹: 8.5



> Among the records above, which one has the lowest strongest force on any atom?

C23H46BrCl12FN6O4PS